C56H80N6O22 | the ωB97M-V functional and the def2-TZVPD basis

- HOMO-LUMO gap: 8.7 eV
- Highest occupied orbital energy: -9.5 eV
- SMILES string: O=[N+]([O-])c1ccccc1.O=[N+]([O-])c1ccccc1.O=[N+]([O-])c1ccccc1.O=[N+]([O-])c1ccccc1.O=[N+]([O-])c1ccccc1.O=[N+]([O-])c1ccccc1.COCCOC.COCCOC.COCCOC.COCCOC.COCCOC
- Net charge: 0

The geometry in XYZ format:
```
164
Properties=species:S:1:pos:R:3:forces:R:3
O 3.23143 3.36832 -0.59043 -0.6 2.0 0.6
O 1.64096 1.29030 3.15016 0.3 -0.4 0.2
O 0.40846 0.15890 -5.47024 1.0 1.2 0.6
O -2.17845 5.30375 3.44148 0.6 -0.4 1.4
O -3.61420 0.43816 -4.29991 0.8 -0.8 -0.1
O 4.98854 -6.08088 -2.15301 0.6 -1.2 0.9
O 7.69369 -3.64916 4.12802 0.9 -1.6 -1.0
O -2.49755 -4.10477 -5.22139 2.5 -0.6 0.6
O -4.51756 -0.59455 6.89139 1.2 0.0 0.8
O -4.20677 -3.21909 -0.52974 -0.3 -0.1 1.0
O 2.42094 -1.32971 -3.78889 0.1 0.0 0.7
O -2.41289 -0.73225 6.22697 -1.8 1.0 0.5
O 1.18033 -3.04658 -0.74471 -0.1 -0.5 -0.2
O -0.14342 -1.08538 3.31912 0.4 1.9 0.3
O -1.73880 -4.26493 -3.22890 1.5 -0.2 -0.8
O 2.33831 -1.36561 -0.07404 -0.7 -0.1 -0.1
O -4.13650 4.55359 1.36875 2.1 0.1 -0.2
O 7.58833 -2.35114 5.81817 0.1 0.2 0.1
O -5.07366 -0.37319 -0.61980 -0.8 0.9 0.0
O -5.31342 1.72483 -4.07489 1.4 0.2 0.0
O 6.34465 -7.47243 -1.08918 -1.7 1.2 -0.5
O 0.36557 5.67762 -0.86019 -1.2 -2.4 0.7
N 1.28811 -1.88196 -0.45550 -0.1 1.3 0.4
N 7.28373 -2.69047 4.69283 -1.6 1.5 0.7
N -3.57013 -0.28798 6.19059 -0.7 -0.9 -1.7
N -4.09520 1.51781 -4.12811 -0.9 1.4 0.2
N -1.53300 -4.31985 -4.44035 -3.7 0.6 -0.8
N 5.46542 -6.59461 -1.13058 1.2 0.3 -1.1
C 4.96990 -1.42421 1.98671 0.7 -1.0 0.3
C 3.78740 -4.40993 1.41151 -0.9 -0.8 0.9
C -4.79688 1.77017 2.61839 0.2 -0.1 0.4
C 1.83159 3.71134 -0.78950 1.7 0.3 -0.1
C 5.06421 -5.99241 0.11312 0.0 0.2 3.1
C -3.53286 1.16645 2.71134 -0.3 -0.3 1.2
C -0.03684 -1.13139 -5.17189 -1.3 -0.7 0.0
C -0.01403 -5.06977 -6.31458 -1.1 -0.8 0.0
C 0.14023 6.97413 -0.45637 -0.5 0.5 -1.1
C 0.66808 -0.58843 4.41029 -1.2 0.7 -0.9
C -3.13770 0.51433 3.90249 -0.4 0.5 -1.1
C 1.70308 5.27208 -0.92531 -0.2 -0.4 0.3
C -5.22930 1.10577 4.90025 -2.1 0.5 -0.5
C -1.78902 2.66575 -4.08903 -1.2 -2.4 -0.7
C -1.09107 1.09810 -0.29626 -0.7 -2.2 -0.7
C -1.77806 4.76825 2.20138 -0.9 0.6 0.2
C 4.28553 -4.94028 2.58283 0.5 -0.5 -0.1
C -3.17031 2.69712 -3.97054 -0.7 3.1 0.0
C 3.55745 -1.90178 -3.16172 0.9 0.2 -0.7
C -4.01231 0.49476 4.97855 1.8 0.0 -0.2
C 5.67214 -6.44693 1.32651 -0.3 0.0 -0.8
C 4.79563 0.05420 3.83651 1.6 0.1 1.8
C 0.86354 -4.58994 -4.17629 0.1 0.6 1.6
C -2.97620 5.15989 -3.68839 0.9 -2.1 -0.1
C 5.86603 -2.24501 2.70801 -0.3 0.5 -0.6
C -2.18435 0.57268 -1.06433 1.4 1.3 0.0
C 0.01058 0.23681 0.00952 -0.8 1.5 -0.3
C 4.10130 -4.97849 0.20619 0.7 0.0 -1.6
C -0.07311 -2.39328 2.88333 0.0 -0.6 0.1
C 5.74909 -0.67095 4.57474 -0.5 -1.6 -1.1
C 2.07955 2.62853 3.17412 -0.3 -0.2 -0.2
C 2.68225 -0.06805 -4.41190 -1.1 -0.1 0.2
C -0.99163 3.78223 -4.01157 0.2 -0.3 0.2
C 4.43643 -0.30692 2.56555 -0.3 0.4 -0.6
C -3.75482 3.99983 -3.79504 0.1 -0.7 -0.1
C 6.24153 -1.88052 3.98682 -0.2 1.6 0.3
C -3.17791 -4.11217 -0.12658 0.0 0.6 -0.8
C 5.27522 -5.94016 2.55524 -1.1 0.8 -0.2
C -5.87109 0.82636 -0.93701 0.4 -1.4 0.9
C 1.31463 0.69775 -4.51855 1.4 -0.7 0.3
C 2.29594 -5.37267 -5.87088 1.8 -0.7 -0.9
C -4.68523 -2.42146 0.55476 0.4 0.1 -1.0
C -5.74135 -1.49565 0.03385 0.0 1.3 -1.2
C 2.11293 -4.94624 -4.59906 0.8 0.8 0.7
C 1.25067 -5.48445 -6.71082 -2.1 0.8 -1.4
C 3.53063 2.00097 -0.60696 -0.4 0.5 -0.7
C -4.89321 5.21051 2.35482 -1.3 0.5 -0.5
C -5.66579 1.74598 3.71889 1.5 -0.8 0.1
C -1.56386 5.00146 -3.80254 -1.5 1.5 1.2
C 0.07283 -1.01046 -0.56772 -1.4 -0.4 -2.0
C -0.96079 -1.40071 -1.50634 1.5 -0.5 0.9
C -0.22238 -4.66183 -5.00556 0.2 -0.2 0.0
C -1.60094 4.54187 4.52054 -0.5 -0.1 -0.5
C -2.08915 -0.63952 -1.72588 0.6 -0.3 1.1
C -2.81433 5.16632 1.16656 -0.8 -0.1 -0.4
C 0.81186 0.96416 4.25164 -0.1 -2.0 -0.5
H 4.11919 -1.24113 -2.50135 -0.5 0.6 0.3
H 0.92864 0.71030 -3.49926 -0.6 -0.4 0.2
H 0.38060 7.23163 0.57514 0.3 -0.2 0.1
H 3.35307 -2.80346 -2.58440 -0.6 0.1 -0.3
H 0.68439 7.57160 -1.18782 0.0 1.0 0.3
H -2.42215 4.92539 0.17850 -0.3 -0.7 -0.1
H 1.34593 -5.72845 -7.75858 0.3 -0.4 0.0
H -5.07747 6.23707 2.03808 0.6 0.5 0.3
H 6.26870 -3.12381 2.22637 0.1 0.0 0.2
H 0.79433 -4.18905 -3.17584 -0.4 0.0 0.1
H 2.20823 5.83687 -0.14176 0.8 -0.4 0.0
H 2.84309 2.75926 3.94095 -0.1 0.3 0.2
H 1.50977 1.75267 -4.71128 0.0 0.0 -0.7
H -6.38191 -1.93363 -0.73163 0.1 -0.6 0.1
H 1.99584 5.59781 -1.92345 1.0 -0.2 0.0
H -2.23583 3.66924 4.67392 -0.2 -0.1 0.4
H 3.77406 0.32671 1.99442 -0.2 -0.1 0.1
H -1.09796 2.12550 0.03663 -0.1 0.0 0.2
H 6.43198 -7.21349 1.28891 0.0 0.0 -0.1
H -5.18841 1.62575 -1.22517 0.2 -0.2 0.2
H -1.41372 1.68959 -4.35859 0.6 -0.1 0.2
H -0.78948 5.19428 2.03021 0.2 -0.2 -0.8
H -3.45376 -4.65645 0.77662 0.0 -0.3 -0.1
H -6.66826 2.14660 3.68808 0.0 0.1 -0.1
H 3.64623 -4.56677 -0.68251 -0.1 -0.2 -0.2
H 5.62972 -6.29777 3.51067 0.4 -0.2 -0.2
H 4.61025 1.91322 -0.48523 -0.1 -0.1 -0.1
H -2.24121 -3.58184 0.04504 0.2 0.3 0.3
H -0.33490 -3.08354 3.68526 0.0 -0.3 0.0
H 2.97968 -4.73023 -3.99203 -0.1 -0.3 0.3
H -1.04943 -1.19366 -5.57048 0.0 -0.1 -0.3
H -6.00647 1.01415 5.64456 0.4 0.0 0.5
H 1.30563 3.23376 0.03717 -0.6 0.5 0.1
H -6.40326 1.10967 -0.02893 -0.1 0.2 0.1
H -0.93135 7.09632 -0.61413 0.0 0.5 0.1
H 4.70458 -1.65816 0.96628 0.0 -0.2 0.0
H -0.80226 -2.48976 2.07889 -0.1 -0.1 0.0
H 1.52077 3.27078 -1.73682 -0.4 -0.2 -0.1
H -0.84288 -5.23143 -6.98783 -0.2 0.4 0.0
H -5.07066 2.24858 1.68964 -0.1 0.1 0.0
H -0.85077 -2.30236 -2.09057 0.2 -0.3 0.3
H -6.59761 0.73359 -1.74427 0.1 -0.6 -0.1
H 1.14933 1.28561 5.23698 0.5 0.5 -0.1
H 0.56994 -1.92852 -5.60142 0.2 0.1 0.0
H 4.48454 0.98401 4.28936 -0.4 0.0 -0.1
H -5.91646 4.84153 2.28476 0.0 -0.7 0.1
H 2.96375 -3.72183 1.53205 0.1 0.4 -0.5
H 0.08075 3.65738 -4.04004 0.0 0.1 -0.1
H -4.82984 4.10006 -3.76888 -0.1 -0.2 0.1
H -2.83630 1.17749 1.88607 -0.1 0.0 -0.2
H 3.02111 1.43592 0.17356 -0.2 -0.1 0.0
H -2.20375 -0.02772 3.92072 0.1 0.1 0.1
H 0.89219 -2.67133 2.46026 0.4 0.0 0.1
H -1.50076 5.13473 5.42971 -0.3 0.1 -0.2
H -3.84694 -1.84008 0.93866 0.1 0.3 0.2
H -3.04344 1.16062 -1.35191 0.0 0.4 0.5
H -6.41020 -1.21571 0.84771 0.1 0.6 0.2
H 4.30152 -2.12858 -3.92528 0.1 -0.5 -0.3
H 3.14347 -0.19030 -5.39191 0.0 -0.2 -0.2
H 6.01702 -0.41158 5.58832 0.2 0.1 -0.1
H -0.17109 -1.32080 -4.10690 0.4 0.2 0.2
H 2.50951 2.88708 2.20645 0.1 -0.1 -0.1
H -1.74397 3.67975 2.24733 0.1 -0.2 0.0
H -2.90439 -1.01590 -2.32598 0.1 0.1 -0.2
H -0.62232 4.12292 4.28626 0.3 0.3 -0.3
H 3.39468 0.46910 -3.78579 -0.1 0.4 0.1
H 3.26521 -5.61389 -6.28165 0.3 0.0 0.3
H 0.79130 0.64606 0.63353 0.2 -0.3 0.1
H 1.20283 3.25814 3.32597 0.1 0.5 0.2
H -5.09457 -2.96935 1.40350 0.0 -0.7 -0.1
H -0.17906 1.37230 4.05262 -0.3 0.1 0.2
H -2.96912 6.24046 1.06474 0.1 0.3 0.6
H -3.46275 6.09087 -3.43753 0.2 0.1 -0.2
H -0.95919 5.85261 -3.52631 0.3 0.1 -0.4
H -2.97283 -4.71008 -1.01458 -0.2 -0.5 0.4
H 1.61178 -1.12516 4.50755 0.2 0.1 -0.2
H -4.55232 5.15437 3.38861 0.3 -0.1 -0.3
H 3.19708 1.71387 -1.60416 0.2 -1.1 0.0
H 0.07487 -0.70302 5.31752 0.1 -0.3 0.3
H 3.85017 -4.56003 3.49513 0.3 -0.1 0.3
```
Positions in Å, forces in eV/Å.

Atomic partial charges in e from the Löwdin method, atoms 1 to 6: number 1, O, carries -0.2146; number 2, O, carries -0.2095; number 3, O, carries -0.1597; number 4, O, carries -0.1949; number 5, O, carries 0.0967; number 6, O, carries 0.0538